A:
Density functional theory data (ωB97M-V with the def2-TZVPD basis set) for C2HCl2O3 as an isolated structure.

- Lowest unoccupied orbital energy: 3.66 eV
- HOMO level: -5.08 eV
- Charge: -1

Cartesian coordinates (Å):
C (0.21, 0.98, -0.04)
C (-0.41, -0.50, 0.02)
O (-0.55, 1.96, 0.03)
O (1.43, 0.86, -0.08)
O (0.63, -1.30, 0.16)
Cl (-1.44, -0.74, -1.48)
Cl (-1.40, -0.79, 1.41)
H (1.54, -0.46, -0.01)



B:
Density functional theory data (ωB97M-V with the def2-TZVPD basis set) for a 2-piece molecular cluster, C2HCl2O3 overall.

- Lowest unoccupied orbital energy: 3.36 eV
- HOMO level: -4.59 eV
- Charge: -1

Cartesian coordinates (Å):
C (-1.01, -0.46, -0.14)
C (-3.91, -0.54, 0.82)
O (-1.58, -1.47, 0.34)
O (-0.05, 0.14, 0.69)
O (-1.21, 0.11, -1.19)
Cl (-3.86, 1.02, 0.19)
Cl (-4.48, -1.60, -0.44)
H (0.11, 1.01, 0.18)



A takes first place; second place is 0.0963 hartree up.



A:
Density functional theory data (ωB97M-V with the def2-TZVPD basis set) for a 2-piece molecular cluster, H2INS overall.

- Lowest unoccupied orbital energy (spin up / spin down): -3.19 / -3.19 eV
- HOMO level (spin up / spin down): -8.97 / -8.98 eV

Cartesian coordinates (Å):
N (1.40, -0.12, 0.05)
S (-1.20, 1.25, 0.58)
I (-2.55, -0.58, 0.39)
H (1.05, -1.08, -0.33)
H (1.30, 0.53, -0.68)



B:
Density functional theory data (ωB97M-V with the def2-TZVPD basis set) for a 2-piece molecular cluster, H2INS overall.

- Lowest unoccupied orbital energy (spin up / spin down): -0.38 / -3.53 eV
- HOMO level (spin up / spin down): -10.19 / -8.42 eV

Cartesian coordinates (Å):
N (-1.70, -0.01, 0.13)
S (-0.12, 0.02, -0.09)
I (3.41, 0.25, -0.12)
H (-1.96, 0.55, -0.66)
H (0.37, -0.81, 0.74)



B takes first place; second place is 0.0498 hartree up.



A:
Density functional theory data (ωB97M-V with the def2-TZVPD basis set) for one molecule with the formula C9H8N2O2S.

- Lowest unoccupied orbital energy (spin up / spin down): -0.74 / 0.14 eV
- HOMO level (spin up / spin down): -7.31 / -7.12 eV

Cartesian coordinates (Å):
C (2.14, -0.25, -1.06)
C (1.81, 1.07, -0.72)
C (1.21, -1.26, -0.85)
C (0.57, 1.42, -0.21)
C (-0.04, -0.99, -0.31)
C (-0.39, 0.38, 0.07)
C (-2.56, 0.48, -1.56)
C (-3.20, -1.09, 0.18)
C (-1.57, 0.62, 0.85)
N (-3.08, -0.62, -1.16)
N (-2.50, -0.42, 1.15)
O (-2.03, 1.05, -2.42)
O (-3.83, -2.08, 0.56)
S (-2.02, 2.11, 1.78)
H (3.13, -0.49, -1.59)
H (2.46, 1.82, -1.02)
H (1.38, -2.32, -1.02)
H (0.55, 2.41, -0.16)
H (-0.70, -1.73, -0.06)
H (-3.49, -1.27, -1.75)
H (-2.76, -0.69, 2.08)
H (-0.78, 2.56, 1.87)



B:
Density functional theory data (ωB97M-V with the def2-TZVPD basis set) for one molecule with the formula C9H8N2O2S.

- Lowest unoccupied orbital energy: -0.75 eV
- HOMO level: -7.55 eV

Cartesian coordinates (Å):
C (-3.12, -1.35, -0.02)
C (-2.25, -2.14, 0.72)
C (-2.59, -0.38, -0.83)
C (-0.84, -2.04, 0.68)
C (-1.22, -0.22, -0.90)
C (-0.35, -1.08, -0.23)
C (1.51, 0.58, -0.03)
C (1.81, -1.86, -0.24)
C (3.47, 1.91, 0.23)
N (1.05, -0.83, -0.10)
N (2.81, 0.64, -0.02)
O (0.69, 1.48, 0.14)
O (3.59, -0.40, -0.06)
S (2.39, -3.29, -0.18)
H (-4.11, -1.29, 0.08)
H (-2.79, -2.84, 1.38)
H (-3.14, 0.37, -1.35)
H (-0.26, -2.49, 1.31)
H (-0.94, 0.61, -1.46)
H (4.50, 1.83, 0.22)
H (3.28, 2.64, -0.74)
H (3.12, 2.52, 1.19)



A takes first place; second place is 0.0723 hartree up.



A:
Density functional theory data (ωB97M-V with the def2-TZVPD basis set) for a 5-piece molecular cluster, C6H20O4 overall.

- Lowest unoccupied orbital energy: 0.49 eV
- HOMO level: -9.63 eV
- SMILES: C=C(CC)CC.O.O.O.O

Cartesian coordinates (Å):
C (-0.15, 2.48, -0.48)
C (-0.03, 1.17, -0.35)
C (0.17, 0.47, 0.97)
C (0.79, 1.36, 2.06)
C (-0.06, 0.26, -1.55)
C (-1.52, 0.04, -1.99)
H (-0.14, 3.17, 0.36)
H (-0.29, 2.93, -1.47)
H (0.71, -0.43, 0.82)
H (-0.85, 0.10, 1.30)
H (0.12, 2.19, 2.31)
H (1.76, 1.82, 1.71)
H (1.05, 0.80, 2.91)
H (0.36, -0.73, -1.36)
H (0.52, 0.73, -2.41)
H (-2.04, -0.58, -1.20)
H (-1.58, -0.54, -2.89)
H (-2.00, 0.99, -2.16)
O (1.45, -2.57, -0.45)
H (2.06, -3.33, -0.31)
H (2.07, -1.86, -0.32)
O (-0.75, -2.56, 1.07)
H (-1.41, -2.06, 0.56)
H (0.02, -2.59, 0.50)
O (-3.09, 0.77, 0.52)
H (-2.39, 1.49, 0.24)
H (-3.55, 1.10, 1.25)
O (3.00, -0.40, -0.11)
H (2.59, 0.19, -0.76)
H (2.92, -0.02, 0.80)



B:
Density functional theory data (ωB97M-V with the def2-TZVPD basis set) for a 4-piece molecular cluster, C6H20O4 overall.

- Lowest unoccupied orbital energy: 0.24 eV
- HOMO level: -10.08 eV
- SMILES: CC(C)CCCO.O.O.O

Cartesian coordinates (Å):
C (0.23, 2.49, -0.80)
C (0.45, 0.96, -0.64)
C (0.28, 0.33, -2.06)
C (1.89, 0.67, -0.17)
C (2.22, -0.76, 0.42)
C (1.47, -1.96, -0.14)
O (1.55, -2.98, 0.87)
H (1.01, 3.15, -0.33)
H (-0.58, 2.91, -0.19)
H (0.44, 2.74, -1.83)
H (-0.13, 0.62, 0.20)
H (-0.38, 0.94, -2.70)
H (-0.28, -0.58, -1.92)
H (1.23, 0.33, -2.59)
H (1.85, 1.21, 0.83)
H (2.72, 1.19, -0.66)
H (3.29, -0.95, 0.17)
H (2.31, -0.68, 1.49)
H (0.42, -1.66, -0.29)
H (1.89, -2.36, -1.04)
H (0.69, -3.34, 1.10)
O (-1.93, -0.84, 1.45)
H (-1.50, -1.24, 0.68)
H (-2.71, -1.34, 1.69)
O (-2.52, 0.29, -1.11)
H (-3.18, 0.97, -1.17)
H (-2.62, 0.12, -0.14)
O (-2.21, 1.71, 1.73)
H (-2.15, 2.21, 2.55)
H (-1.58, 0.95, 1.72)



A takes first place; second place is 0.0481 hartree up.